(1)
21
Properties=species:S:1:pos:R:3 method="wB97M-V/def2-TZVPD" de_lowest_kcal_mol=18.2 lumo_energy_ha=0.042 spin_multiplicity=1 smiles=CCCNCCN orbital_gap_ev=9.94 homo_energy_ev=-8.781
C -1.55561 1.38749 -2.64202
C -0.66185 0.31329 -1.97937
C -0.83494 0.22522 -0.48811
N 0.29345 -0.49663 0.14014
C 0.05261 -0.86598 1.51088
C 1.39593 -1.01244 2.25413
N 2.00999 0.29951 2.40107
H -1.08230 2.36578 -2.57843
H -2.56621 1.40611 -2.23746
H -1.63409 1.11771 -3.69293
H -0.94225 -0.62548 -2.46533
H 0.37367 0.51732 -2.23308
H -0.78754 1.21751 -0.03476
H -1.76873 -0.25406 -0.17273
H 0.54047 -1.32017 -0.38177
H -0.41841 -1.86142 1.61397
H -0.56503 -0.17376 2.07898
H 2.00946 -1.77625 1.75136
H 1.26532 -1.48174 3.23742
H 1.86045 0.79804 1.52977
H 3.01561 0.21995 2.38828

(2)
53
Properties=species:S:1:pos:R:3 method="wB97M-V/def2-TZVPD" de_lowest_kcal_mol=0.0 lumo_energy_ha="-0.095 / -0.101" spin_multiplicity=1 total_charge=+1 orbital_gap_ev="5.48 / 3.41" homo_energy_ev="-8.071 / -6.151"
Ba 0.06798 1.71196 0.36338
P 2.20811 -1.06171 0.84404
C 2.09630 -0.50062 -0.91066
C 0.90492 -1.04332 -1.68962
N -0.30614 -0.53681 -1.37052
C -1.39826 -1.06442 -1.96630
C -1.30161 -2.01115 -2.98713
C -0.04561 -2.47469 -3.37311
C 1.07340 -1.99358 -2.69787
C -2.77674 -0.63520 -1.49776
P -2.74590 0.87024 -0.45140
H 2.08220 -2.34175 -2.91936
H -2.21859 -2.36823 -3.45848
H 0.05961 -3.20705 -4.17286
H -3.42261 -0.46226 -2.37533
H -3.23460 -1.43994 -0.89318
H 2.12330 0.66340 -0.99738
H 3.02921 -0.84171 -1.39011
H 1.10641 3.36084 -1.62819
O 1.62036 2.46084 -1.64069
H 2.04473 2.37736 -2.51399
H 0.00395 4.59581 -0.12107
O -0.13926 4.14238 -0.99849
H -0.76054 4.74027 -1.46362
C -2.71605 2.09190 -1.82066
H -3.61937 1.91272 -2.41918
H -2.75190 3.12246 -1.43498
H -1.83762 1.97180 -2.47452
C -4.48381 0.99052 0.06675
H -4.56601 1.85512 0.74169
H -5.15617 1.12409 -0.79242
H -4.75587 0.08388 0.62655
C 2.36855 -2.86532 0.81440
H 3.35554 -3.15126 0.42904
H 2.24926 -3.23669 1.84157
H 1.58402 -3.30459 0.18674
C 3.80509 -0.40340 1.42904
H 3.69198 -0.11726 2.48470
H 4.57249 -1.18559 1.34347
H 4.10479 0.47998 0.84644
O 0.48275 -1.61710 3.19427
B 0.89991 -0.69426 2.22053
O 0.55484 0.63948 2.68331
C 0.24400 0.47834 4.02692
C 0.14736 1.45311 5.00202
C -0.06324 1.00364 6.31424
C -0.16794 -0.36263 6.59773
C -0.05147 -1.33071 5.59092
C 0.17605 -0.87794 4.30474
H 0.25151 2.50329 4.73575
H -0.14641 1.73014 7.12344
H -0.33939 -0.69046 7.62360
H -0.12293 -2.39834 5.78510

(3)
19
Properties=species:S:1:pos:R:3 method="wB97M-V/def2-TZVPD" de_lowest_kcal_mol=31.6 lumo_energy_ha=-0.002 spin_multiplicity=1 orbital_gap_ev=8.75 homo_energy_ev=-8.804
C -2.49417 -1.59741 -0.10425
C -0.45137 -0.22765 -0.03041
C -1.18925 0.94769 0.25623
C -0.49879 2.18056 0.23478
C 0.82981 2.25926 -0.02215
C 1.53039 1.02593 -0.09185
C 0.89662 -0.15439 -0.28967
H -2.80286 -2.60264 -0.34272
H -2.90578 -1.33594 0.96490
H -2.87716 -0.78641 -0.83253
H -2.33480 0.82037 0.21948
H -1.08671 3.07902 0.66220
H 1.37868 3.10623 0.05416
H 1.24494 -2.17752 -0.41756
N 1.62063 -1.30871 -0.79110
O -1.05023 -1.51328 -0.17782
O 3.43738 -1.53354 1.21851
S 3.43143 1.03228 -0.34462
S 3.32124 -1.21385 -0.16558

(4)
122
Properties=species:S:1:pos:R:3 method="wB97M-V/def2-TZVPD" s2=8.76 lumo_energy_ha="0.083 / 0.083" spin_multiplicity=6 total_charge=-1 orbital_gap_ev="4.78 / 6.48" homo_energy_ev="-2.529 / -4.233"
Fe 1.72175 0.86007 -1.94998
C 1.32589 4.03323 -1.29476
O 0.60206 2.80451 -1.23832
C -0.47864 2.75773 -0.36649
C -0.31955 2.83787 1.01571
C 1.02659 2.91122 1.69165
C 1.82670 1.65242 2.00345
C 2.61872 1.72980 3.14038
C 3.56698 0.77133 3.47703
C 3.67720 -0.30828 2.61165
C 2.90574 -0.44261 1.46234
C 3.28181 -1.56403 0.51790
C 2.17419 -2.37366 -0.09891
C 1.57776 -3.39102 0.63827
C 0.56616 -4.18211 0.10975
C 0.06168 -3.82068 -1.13526
C 0.62121 -2.80526 -1.89527
C -0.02876 -2.35902 -3.18411
C -1.18761 -1.43225 -2.87515
C -2.41646 -1.96850 -2.51895
C -3.50632 -1.18231 -2.16706
C -3.30185 0.19315 -2.15222
C -2.09234 0.77145 -2.49986
C -1.93157 2.27535 -2.37872
C -1.74984 2.63675 -0.92625
C -2.85908 2.83979 -0.11279
C -2.73912 3.06496 1.25112
C -1.46109 2.98117 1.79604
C -3.92559 3.45489 2.13089
C -5.19705 3.69350 1.31107
C -4.20827 2.35460 3.16062
C -3.59107 4.76839 2.85834
C -1.00668 -0.03352 -2.90761
O 0.13269 0.49373 -3.33606
C -4.88418 -1.75628 -1.83992
C -5.88317 -1.27853 -2.90693
C -5.34339 -1.26549 -0.45885
C -4.88723 -3.28580 -1.82896
C 1.76123 -2.16046 -1.41041
O 2.40203 -1.24891 -2.23610
C 3.34989 -0.99664 -4.43017
C 0.04098 -5.42910 0.81575
C 0.85544 -5.77606 2.06586
C -1.42484 -5.23245 1.22417
C 0.14907 -6.62607 -0.14559
C 1.94504 0.54929 1.11209
O 1.22662 0.46593 0.01914
C 4.48544 0.97990 4.68112
C 3.65247 1.04593 5.96813
C 5.25740 2.29762 4.49538
C 5.51795 -0.14018 4.82788
H 0.86426 4.78903 -0.65940
H 1.32240 4.38332 -2.32896
H 2.36278 3.86619 -0.99793
H 0.87397 3.42411 2.64255
H 1.68543 3.55177 1.09899
H 2.49818 2.59883 3.78190
H 4.40742 -1.08338 2.81088
H 3.94438 -2.24331 1.05546
H 3.87471 -1.15579 -0.29747
H 1.94290 -3.55254 1.64521
H -0.79834 -4.34670 -1.53726
H -0.39466 -3.22707 -3.73669
H 0.69899 -1.82845 -3.79456
H -2.51251 -3.04779 -2.51597
H -4.10801 0.85596 -1.85268
H -2.82310 2.77043 -2.77047
H -1.06346 2.59645 -2.94802
H -3.83575 2.82748 -0.57913
H -1.33045 3.05467 2.87027
H -5.55906 2.77055 0.85382
H -5.02134 4.42894 0.52388
H -5.98649 4.07713 1.96050
H -4.44629 1.41497 2.65867
H -5.05463 2.63300 3.79413
H -3.34199 2.18298 3.80156
H -3.34769 5.54499 2.13045
H -2.73599 4.64832 3.52302
H -4.44349 5.10465 3.45403
H -5.94181 -0.18928 -2.91736
H -6.88442 -1.67725 -2.71826
H -5.55843 -1.60685 -3.89631
H -5.40442 -0.17697 -0.42900
H -4.63324 -1.57970 0.30829
H -6.32940 -1.67000 -0.21363
H -4.58876 -3.68667 -2.79922
H -5.89181 -3.65326 -1.60766
H -4.20616 -3.67255 -1.06807
H 3.03318 -1.70739 -5.20133
H 4.29471 -0.55906 -4.75080
H 2.58863 -0.20756 -4.37511
H 0.73770 -5.02499 2.84904
H 1.91544 -5.86504 1.82215
H 0.51734 -6.73618 2.46193
H -1.52157 -4.38973 1.91123
H -1.80482 -6.13136 1.71817
H -2.05117 -5.02691 0.35401
H 1.18539 -6.74671 -0.46615
H -0.46657 -6.48284 -1.03314
H -0.17205 -7.54398 0.35409
H 2.91582 1.84884 5.91615
H 4.29194 1.22102 6.83842
H 3.11628 0.10644 6.11506
H 4.58206 3.15237 4.45047
H 5.82127 2.26590 3.56131
H 5.95848 2.45593 5.32033
H 5.03815 -1.10611 4.99598
H 6.16635 0.07012 5.68157
H 6.14392 -0.21068 3.93699
O 3.93756 1.37213 -1.07113
H 4.40956 0.65876 -1.54673
H 3.80750 1.03737 -0.16667
S 5.06451 -1.87290 -2.41856
C 3.50770 -1.65806 -3.08398
N 2.65853 3.81771 -5.20036
C 2.02274 2.80250 -4.51287
N 0.79071 2.46744 -4.92205
O 2.59345 2.29967 -3.53493
H 2.40138 3.99232 -6.15588
H 3.64092 3.89098 -4.99748
H 0.39803 2.84985 -5.76048
H 0.33621 1.66859 -4.42583

(5)
26
Properties=species:S:1:pos:R:3 method="wB97M-V/def2-TZVPD" de_lowest_kcal_mol=10.4 lumo_energy_ha=0.019 spin_multiplicity=1 orbital_gap_ev=9.42 homo_energy_ev=-8.895
C 2.09370 -2.90237 0.91393
C 1.77960 -1.59532 1.09719
C 1.83952 -2.14988 -0.96579
C 0.19235 1.09493 0.55844
C -2.12211 1.35101 1.29331
C -1.58995 -0.38854 -0.49052
C -1.19714 2.06077 -1.02021
C 1.55049 0.22042 -0.63091
C -1.19015 1.00086 0.11661
N 2.13348 -3.26624 -0.37470
N 1.65634 -1.09922 -0.19019
O 0.72683 1.71528 1.39091
Br 3.23035 1.26555 -0.32713
H 2.21777 -3.59613 1.65115
H 1.58257 -1.07862 2.02513
H 1.87990 -2.07756 -1.98986
H -2.23458 0.48192 1.91171
H -3.07144 1.63613 0.87449
H -1.69478 2.18663 1.84164
H -2.57106 -0.24408 -1.11677
H -1.91605 -1.06186 0.31107
H -0.94216 -0.84848 -1.21908
H -2.14900 2.60456 -1.09047
H -0.39183 2.76975 -0.83080
H -0.96570 1.63642 -2.04484
H 1.15302 0.28405 -1.69431

(6)
21
Properties=species:S:1:pos:R:3 method="wB97M-V/def2-TZVPD" de_lowest_kcal_mol=13.4 lumo_energy_ha=0.033 spin_multiplicity=1 smiles="CC(=O)N(C)C(C)C" orbital_gap_ev=10.16 homo_energy_ev=-9.266
C 1.25869 2.18282 -0.38347
C 1.00076 0.85962 -1.07025
O 1.76927 0.54579 -1.95582
N -0.09633 0.06544 -0.74011
C -0.14013 -1.18062 -1.48571
C -0.45012 -0.01707 0.68516
C -1.95888 -0.30120 0.83560
C 0.38857 -1.04466 1.43635
H 0.66741 2.44565 0.48865
H 1.16951 2.97163 -1.11180
H 2.29815 2.15171 -0.07453
H -0.03172 -0.95255 -2.54053
H -1.08268 -1.71813 -1.34996
H 0.67037 -1.86358 -1.20248
H -0.31918 0.97533 1.09036
H -2.47068 0.19972 0.00671
H -2.22014 -1.35449 0.79248
H -2.34252 0.07216 1.78541
H -0.00182 -2.06424 1.31746
H 1.38576 -1.16303 0.98599
H 0.50569 -0.81031 2.49047

Record order is preserved below.
Max |F|: 0.0416; 0.0443; 0.0749; 0.0218; 0.0940; 0.0226 hartree/bohr